--- i ---
{"formula": "CH2NO2S", "method": "ωB97M-V with the def2-TZVPD basis set", "species": ["O", "C", "S", "N", "O", "H", "H"], "coordinates": [[-0.67848, 1.94205, -0.18907], [-0.81542, 0.91723, -0.90385], [-1.49060, 0.71047, -2.50655], [-0.13296, -0.20336, -0.48260], [0.62662, -0.00270, 0.75672], [-0.55714, -1.11258, -0.50400], [0.29239, 1.02286, 0.67368]], "homo_energy_ha": -0.1267, "lumo_energy_ev": 3.991, "charge": -1, "spin_multiplicity": 1, "orbital_gap_ev": 7.437}

---

--- ii ---
{"formula": "CH2NO2S", "method": "ωB97M-V with the def2-TZVPD basis set", "species": ["C", "N", "O", "O", "S", "H", "H"], "coordinates": [[-1.81042, 0.08893, 0.21115], [1.65262, -0.04522, -0.04420], [-1.98190, 1.11657, 0.75982], [1.53302, 0.97677, -0.95279], [-1.73728, -1.39617, -0.26661], [1.29061, -0.90802, -0.47286], [1.05334, 0.16714, 0.76549]], "homo_energy_ha": -0.0240, "lumo_energy_ev": 3.005, "charge": -1, "spin_multiplicity": 1, "orbital_gap_ev": 3.658}

---

Stability summary: most stable i, least stable ii.

---

--- i ---
{"formula": "C18H19CdNO2", "method": "ωB97M-V with the def2-TZVPD basis set", "species": ["C", "C", "C", "H", "C", "H", "H", "H", "C", "H", "H", "C", "H", "H", "C", "H", "H", "C", "H", "H", "Cd", "H", "O", "C", "O", "C", "C", "C", "C", "C", "C", "C", "C", "C", "N", "H", "H", "H", "H", "H", "H"], "coordinates": [[-1.88406, -0.78566, -2.40217], [1.19038, -0.27236, -3.18346], [-1.42388, 0.19663, -3.29706], [-2.23542, -0.47149, -1.40610], [1.01330, 1.13137, -2.94682], [2.16205, -0.40438, -3.71222], [-1.02666, -0.03697, -4.27420], [1.78548, 1.77452, -3.39494], [-1.58400, 1.65219, -3.08761], [-2.40627, 1.97878, -2.47113], [-1.65631, 2.12613, -4.10176], [-0.76214, -1.81928, -2.37926], [-1.16313, -2.82491, -2.57042], [-0.32758, -1.87624, -1.37155], [0.37145, -1.46391, -3.40799], [-0.01520, -1.51475, -4.43090], [1.03598, -2.36383, -3.39587], [-0.17459, 1.98866, -2.48354], [0.05934, 3.03384, -2.74319], [-0.29257, 1.97836, -1.36220], [1.99252, 0.26172, -1.34834], [-2.62529, -0.82118, -3.14557], [4.90942, -1.86454, 0.80170], [3.93754, -1.23478, 0.37004], [3.80466, -0.79934, -0.85203], [2.83159, -0.91879, 1.36983], [3.00597, -1.20082, 2.74322], [1.98922, -0.92046, 3.60196], [0.77272, -0.40308, 3.13372], [-0.35882, -0.10394, 3.95653], [-1.51872, 0.38651, 3.42846], [-1.63862, 0.59069, 2.05360], [-0.58141, 0.30480, 1.18512], [0.65904, -0.16332, 1.70324], [1.71834, -0.38561, 0.87763], [3.94896, -1.63210, 3.05091], [2.08892, -1.11011, 4.69760], [-0.23337, -0.29068, 5.05202], [-2.36620, 0.61707, 4.09370], [-2.58141, 0.97830, 1.63011], [-0.69174, 0.42573, 0.10343]], "homo_energy_ha": [-0.2138, -0.2364], "lumo_energy_ev": [-0.665, -0.701], "spin_multiplicity": 1, "orbital_gap_ev": [5.152, 5.731]}

---

--- ii ---
{"formula": "C18H19CdNO2", "method": "ωB97M-V with the def2-TZVPD basis set", "species": ["C", "C", "C", "H", "C", "H", "H", "H", "C", "H", "H", "C", "H", "H", "C", "H", "H", "C", "H", "H", "Cd", "H", "O", "C", "O", "C", "C", "C", "C", "C", "C", "C", "C", "C", "N", "H", "H", "H", "H", "H", "H"], "coordinates": [[0.74243, 0.58596, -3.16733], [-2.10131, -0.58418, -1.86804], [0.20556, -0.72929, -2.72966], [1.67155, 0.91001, -2.65375], [-1.63625, -1.91245, -1.56395], [-3.19862, -0.58224, -1.66859], [-0.53436, -1.04019, -3.48646], [-2.45822, -2.57895, -1.26696], [0.86978, -1.94122, -2.26320], [1.70866, -1.75528, -1.56912], [1.28871, -2.49010, -3.13384], [-0.46699, 1.48236, -2.65147], [-0.59563, 2.40245, -3.23948], [-0.25930, 1.81426, -1.62427], [-1.79173, 0.68694, -2.69227], [-1.98681, 0.47630, -3.74667], [-2.59733, 1.36443, -2.39197], [-0.30547, -2.71724, -1.58548], [-0.48846, -3.68395, -2.07866], [0.03080, -2.97058, -0.55785], [-1.37946, -0.67697, 0.05704], [0.95469, 0.66737, -4.22200], [-3.69147, 0.64236, 3.30696], [-2.89567, 0.21143, 2.46224], [-3.16586, -0.46296, 1.39888], [-1.42909, 0.53967, 2.74038], [-1.04483, 1.10019, 3.96768], [0.29859, 1.32662, 4.20289], [1.26609, 1.01359, 3.21270], [2.65867, 1.18288, 3.40415], [3.56407, 0.87311, 2.39875], [3.11052, 0.37131, 1.16891], [1.75933, 0.16712, 0.95130], [0.81835, 0.48038, 1.94915], [-0.53136, 0.26887, 1.77766], [-1.84634, 1.32617, 4.67465], [0.60165, 1.75273, 5.16279], [2.99258, 1.57056, 4.36860], [4.63116, 1.02138, 2.56496], [3.82633, 0.13323, 0.38526], [1.40505, -0.24605, 0.00605]], "homo_energy_ha": [-0.1856, -0.1854], "lumo_energy_ev": [-1.156, -1.156], "spin_multiplicity": 1, "orbital_gap_ev": [3.894, 3.888]}

---

Stability summary: most stable i, least stable ii.

---

--- i ---
{"formula": "C6H16NO", "method": "ωB97M-V with the def2-TZVPD basis set", "species": ["C", "C", "C", "C", "C", "C", "N", "H", "H", "H", "H", "H", "H", "H", "H", "H", "H", "H", "H", "H", "H", "H", "H", "O"], "coordinates": [[-2.01126, -0.29013, 0.67024], [-1.69699, 0.15229, -0.77172], [-0.43293, -0.39824, -1.48283], [2.26003, 2.07450, 0.00655], [1.03467, 1.22695, -0.19718], [0.82118, 0.38319, -1.19426], [-1.30706, -1.54319, 1.12150], [-1.72450, 0.47387, 1.36882], [-3.05241, -0.53130, 0.75087], [-2.56447, -0.05179, -1.38359], [-1.58845, 1.22035, -0.81179], [-0.35736, -1.44957, -1.24321], [-0.64889, -0.27933, -2.49229], [1.94032, 3.10511, 0.15301], [2.85120, 1.73322, 0.85934], [2.86004, 2.11277, -0.90510], [0.28218, 1.33491, 0.58923], [1.57233, 0.33782, -1.98137], [-1.58044, -2.32750, 0.52144], [-1.51128, -1.77399, 2.09601], [-0.27231, -1.54960, 1.08642], [1.74027, -1.98170, 0.63013], [1.98184, -0.61019, 1.28949], [1.40429, -1.36845, 1.32027]], "homo_energy_ha": -0.4767, "lumo_energy_ev": -3.258, "charge": 1, "spin_multiplicity": 1, "orbital_gap_ev": 9.715}

---

--- ii ---
{"formula": "C6H16NO", "method": "ωB97M-V with the def2-TZVPD basis set", "species": ["C", "O", "C", "C", "C", "C", "C", "N", "H", "H", "H", "H", "H", "H", "H", "H", "H", "H", "H", "H", "H", "H", "H", "H"], "coordinates": [[-1.79906, -2.11678, -0.66154], [-1.61432, 1.73588, -1.09791], [-0.64274, -1.02541, -0.84927], [-0.31373, -0.14206, 0.37208], [0.71143, 0.86458, -0.04698], [0.43518, 2.12332, 0.76040], [2.05096, 0.24914, 0.45645], [0.56211, -1.60181, -1.25450], [-2.40911, -1.89286, 0.30462], [-2.45230, -2.21289, -1.56447], [-2.42019, 2.20472, -1.29576], [-0.95475, -0.31756, -1.70392], [-1.38675, 0.21518, 0.77400], [0.26830, -0.73640, 1.15154], [0.60424, 0.94734, -1.18391], [-0.52559, 2.61792, 0.39404], [1.29861, 2.75390, 0.70100], [0.33942, 1.89940, 1.81519], [2.75047, 1.02710, 0.33480], [2.22874, -0.75459, 0.11783], [1.74437, -0.02120, 1.58950], [-1.31363, -3.07345, -0.34999], [0.63268, -2.56479, -1.26470], [2.20568, -0.17868, 2.50150]], "homo_energy_ha": -0.4493, "lumo_energy_ev": -8.046, "charge": 1, "spin_multiplicity": 1, "orbital_gap_ev": 4.180}

---

--- iii ---
{"formula": "C6H16NO", "method": "ωB97M-V with the def2-TZVPD basis set", "species": ["C", "C", "C", "C", "C", "C", "N", "H", "H", "H", "H", "H", "H", "H", "H", "H", "H", "H", "H", "H", "H", "H", "H", "O"], "coordinates": [[0.62609, -1.30007, 0.38027], [0.50566, -0.59487, -0.94273], [-0.79275, -0.13810, -1.49719], [-1.13376, 1.30394, -1.28069], [-0.14936, 2.12119, -0.50355], [0.60021, 3.09741, -1.02895], [-0.67396, -1.61504, 1.06943], [1.09721, -2.28612, 0.20771], [1.27290, -0.71852, 1.11582], [0.98169, -1.23370, -1.71244], [1.14048, 0.29577, -0.84262], [-1.56037, -0.85455, -1.24223], [-0.78231, -0.25166, -2.63532], [-1.33862, 1.83901, -2.25831], [-2.17915, 1.39462, -0.88236], [0.00213, 1.87561, 0.50054], [1.26999, 3.74701, -0.35648], [0.39154, 3.34824, -2.01574], [-0.65695, -1.96787, 2.06585], [-1.14460, -2.46203, 0.55957], [-1.27050, -0.68555, 1.16349], [1.88256, -2.07268, 3.13106], [0.82822, -1.24641, 3.95275], [1.08365, -1.59562, 3.05211]], "homo_energy_ha": -0.4683, "lumo_energy_ev": -3.558, "charge": 1, "spin_multiplicity": 1, "orbital_gap_ev": 9.187}

---

Stability summary: most stable i, least stable ii.